17
Properties=species:S:1:pos:R:3:forces:R:3 method="wB97M-V/def2-TZVPD" energy_ev=-9338.4558 e_above_lowest_ev=0.532 total_charge=0 e_lumo_ev=0.8686 fmax_ev_per_a=2.805 homo_lumo_gap_ha=0.3823
C -0.726 0.481 -2.183 2.71 0.00 0.71
C -0.283 1.551 -1.139 -1.45 -0.15 -0.40
C 0.806 1.182 -0.134 -0.33 1.26 0.32
N 0.346 0.467 1.036 0.08 -1.15 -0.70
C -0.001 -0.863 1.029 0.29 -0.72 0.84
N 0.458 -1.646 0.015 0.52 0.97 -0.98
O -0.614 -1.344 1.966 -0.42 -0.05 0.18
H -1.277 -0.347 -1.753 -0.64 0.22 -0.17
H -1.074 0.934 -3.102 -0.67 -0.12 0.08
H 0.244 0.019 -2.451 -0.34 -0.08 -0.40
H -1.186 1.803 -0.571 0.17 0.25 0.14
H -0.019 2.462 -1.679 0.25 -0.05 0.02
H 1.672 0.726 -0.620 -0.07 -0.33 0.18
H 1.185 2.121 0.285 0.11 0.00 -0.27
H -0.222 0.917 1.732 0.09 0.55 -0.03
H 0.992 -1.235 -0.735 -0.10 -0.31 0.18
H 0.392 -2.638 0.061 -0.20 -0.28 0.27